Model a:
A 2-piece molecular cluster, C4H9O3P overall, computed with ωB97M-V with the def2-TZVPD basis set.

Values from the calculation:
net charge = 0
lowest unoccupied orbital energy = 0.66 eV
Kohn-Sham gap = 9.51 eV
HOMO = -0.325 Eh

Last column: Mulliken charge in e.
CARTESIAN COORDINATES (ANGSTROEM)
C: -0.0909 1.8839 -1.0672  -0.79
O: -0.1624 0.6107 -0.3414  -0.04
P: -1.3973 -0.4416 -0.3836  -0.02
C: -0.3174 -1.8009 -1.1255  -0.92
C: -1.2209 -0.7382 1.3692  -0.96
H: 0.4498 2.5573 -0.4458  0.25
H: 0.4004 1.8305 -1.9974  0.33
H: -1.0875 2.1393 -1.3782  0.35
H: -0.7956 -2.7726 -1.1189  0.37
H: 0.0543 -1.4922 -2.1806  0.24
H: 0.6885 -1.9462 -0.5961  0.23
H: -1.9408 -1.4930 1.5064  0.41
H: -0.2603 -0.9486 1.7944  0.26
H: -1.8284 0.0906 1.8106  0.29
O: 2.8084 -0.1951 1.7653  -0.37
C: 2.4997 0.8592 1.4329  0.73
O: 2.2006 1.8569 0.9561  -0.36

=====

Model b:
An isolated molecule of C4H9O3P, computed with ωB97M-V with the def2-TZVPD basis set.

Values from the calculation:
net charge = 0
lowest unoccupied orbital energy = 0.10 eV
Kohn-Sham gap = 9.11 eV
HOMO = -0.331 Eh

Last column: Mulliken charge in e.
CARTESIAN COORDINATES (ANGSTROEM)
C: -0.9259 -0.3625 1.9672  -0.71
C: -1.8543 0.1578 0.7916  0.57
O: -2.7929 0.9358 1.1232  -0.54
O: -1.7356 -0.1016 -0.5984  -0.24
C: -0.6743 -0.9981 -0.9312  0.47
O: -1.0120 -2.1635 -1.2871  -0.52
C: 0.8915 -0.6969 -0.8493  -0.80
P: 1.4005 1.1281 -1.1225  0.05
H: -0.1460 -1.1404 1.6891  0.26
H: -0.4349 0.5068 2.5472  0.25
H: -1.6215 -0.8690 2.7391  0.28
H: 1.3311 -1.0700 0.1525  0.31
H: 1.3958 -1.3163 -1.6865  0.42
H: 1.7782 0.8936 -2.5091  0.07
H: 2.3902 0.9488 -0.0648  0.05
H: 0.1275 1.6556 -0.7239  0.05
H: 1.8824 2.4918 -1.2371  0.04

=====

Which structure is most stable? model a, by 0.1524 hartree over the runner-up.

=====

Model a:
C5H15N2O as an isolated structure, computed with ωB97M-V with the def2-TZVPD basis set.

Values from the calculation:
net charge = +1
lowest unoccupied orbital energy = -7.50 eV
Kohn-Sham gap = 5.71 eV
HOMO = -0.486 Eh

Last column: Mulliken charge in e.
CARTESIAN COORDINATES (ANGSTROEM)
C: 1.3850 1.0068 -1.4291  -0.52
C: 0.1485 0.0265 -1.7951  -0.68
C: -0.6276 -0.4363 -0.6292  0.75
C: -0.5575 -1.7890 -0.1663  -0.60
N: -0.4962 -1.9893 1.1233  -0.15
C: -1.5686 0.5495 -0.0382  -0.88
N: 1.2683 1.6430 -0.1302  -0.48
H: -1.1827 2.3816 1.6729  0.09
H: 2.3034 0.4017 -1.4516  0.37
H: 0.7562 -0.7127 -2.3462  0.40
H: -0.4509 0.4508 -2.6005  0.41
H: -0.3076 -2.6750 -0.7771  0.41
H: -0.3250 -2.9425 1.4098  0.29
H: 0.0212 -1.2023 1.7493  0.28
H: -2.3592 0.8606 -0.7159  0.45
H: -0.9254 1.4023 0.1278  0.14
H: -2.1258 0.2092 0.8408  0.49
H: -1.6552 2.3248 1.0092  0.08
H: 2.1432 2.0439 0.2029  0.35
H: 1.4868 1.7582 -2.2252  0.36
H: 0.6396 0.1457 3.0409  0.18
H: 1.1216 0.8378 0.4947  0.06
O: 0.3449 0.0667 2.1312  -0.79

=====

Model b:
A 2-piece molecular cluster, C5H15N2O overall, computed with ωB97M-V with the def2-TZVPD basis set.

Values from the calculation:
net charge = +1
lowest unoccupied orbital energy = -2.88 eV
Kohn-Sham gap = 10.53 eV
HOMO = -0.493 Eh

Last column: Mulliken charge in e.
CARTESIAN COORDINATES (ANGSTROEM)
C: 0.9071 -2.1632 0.3156  -1.49
C: 0.4612 -0.7148 0.2764  0.31
C: 1.4430 0.2942 0.7603  -0.63
C: 0.7840 1.5953 1.2806  -0.90
C: -0.4287 3.2794 -0.0178  -0.33
N: 0.0356 2.1124 0.0623  -0.23
N: -0.0994 -0.4019 -1.1504  -0.26
H: 0.1165 -2.9058 0.3122  0.40
H: 1.4273 -2.2564 1.2801  0.40
H: 1.7256 -2.3811 -0.3732  0.42
H: -0.5348 -0.6651 0.7571  0.20
H: 1.8125 -0.0798 1.7276  0.33
H: 2.2569 0.4943 0.0556  0.36
H: 0.0519 1.3532 2.0534  0.37
H: 1.5324 2.3578 1.4683  0.46
H: -1.0113 3.4232 -0.9448  0.22
H: -0.4532 4.1333 0.6646  0.28
H: -1.0433 -0.0311 -1.1430  0.36
H: -0.0865 -1.2877 -1.6509  0.35
H: 0.5093 0.3222 -1.5365  0.35
H: -3.7242 -2.0762 -0.8327  0.33
H: -2.8419 -2.1650 -2.1574  0.32
O: -2.8400 -2.2373 -1.2072  -0.63

=====

Which structure is most stable? model b, by 0.2016 hartree over the runner-up.

=====

Model a:
An isolated ion of composition C5H15N2O and charge +1, computed with ωB97M-V with the def2-TZVPD basis set.

Values from the calculation:
net charge = +1
lowest unoccupied orbital energy = -3.10 eV
Kohn-Sham gap = 9.75 eV
HOMO = -0.472 Eh

Last column: Mulliken charge in e.
CARTESIAN COORDINATES (ANGSTROEM)
C: -0.6976 1.0708 2.5485  -0.93
N: -1.3580 0.9331 1.2468  -0.31
C: -0.9156 -0.1813 0.4116  -0.86
C: 0.1705 0.3804 -0.5472  -0.01
N: -0.6637 1.0708 -1.6004  -0.25
C: 1.1223 -0.5839 -1.2506  0.22
C: 1.7106 -1.5893 -0.2630  -1.47
O: 0.4472 -1.1947 -2.3417  -0.58
H: -1.0952 2.0166 2.9237  0.33
H: -0.9452 0.2984 3.2820  0.31
H: 0.3637 1.0653 2.3956  0.31
H: -2.3554 1.0553 1.3017  0.27
H: -0.4143 -0.8637 1.0940  0.27
H: -1.7388 -0.7375 -0.0421  0.45
H: 0.7123 1.1116 0.0380  0.24
H: -1.1308 0.3535 -2.1596  0.35
H: -0.0618 1.5882 -2.2486  0.36
H: -1.3427 1.7094 -1.1827  0.37
H: 1.9628 0.0087 -1.5884  0.40
H: 1.1552 -1.7677 0.6509  0.33
H: 2.6244 -1.1682 0.1888  0.39
H: 2.1415 -2.4565 -0.7671  0.48
H: 0.3086 -2.1194 -2.0901  0.35

=====

Model b:
A 2-piece molecular cluster, C5H15N2O overall, computed with ωB97M-V with the def2-TZVPD basis set.

Values from the calculation:
net charge = +1
lowest unoccupied orbital energy = -2.41 eV
Kohn-Sham gap = 10.34 eV
HOMO = -0.468 Eh

Last column: Mulliken charge in e.
CARTESIAN COORDINATES (ANGSTROEM)
C: 3.3878 -1.3955 -0.0896  -1.25
C: -0.3683 1.3187 -1.0925  -0.81
C: -0.4073 0.9872 1.2986  -0.83
C: 2.5795 -0.1577 0.0442  -0.03
C: 1.2618 -0.1390 -0.0458  -0.29
N: -3.8483 -1.0661 -0.1440  -0.29
N: 0.4622 1.0695 0.1058  0.09
O: -2.6840 -0.3628 -0.1005  -0.73
H: 4.1112 -1.2837 -0.8948  0.34
H: 2.7575 -2.2572 -0.2892  0.32
H: 3.9484 -1.5687 0.8270  0.33
H: -1.2182 0.6288 -1.0719  0.35
H: -0.7504 2.3365 -1.0709  0.39
H: 0.2196 1.1695 -1.9945  0.34
H: 0.1524 0.6052 2.1490  0.34
H: -0.7995 1.9728 1.5361  0.39
H: -1.2503 0.3253 1.0654  0.38
H: 3.1387 0.7527 0.2273  0.27
H: -3.7415 -1.9688 0.3565  0.32
H: 0.6656 -1.0201 -0.2210  0.35
H: -4.6149 -0.5300 0.3033  0.32
H: -4.1195 -1.2668 -1.1245  0.31
H: 1.1175 1.8502 0.2258  0.40

=====

Which structure is most stable? model a, by 0.0793 hartree over the runner-up.

=====

Model a:
A 2-piece molecular cluster, C5H15N2O overall, computed with ωB97M-V with the def2-TZVPD basis set.

Values from the calculation:
net charge = +1
lowest unoccupied orbital energy = -8.18 eV
Kohn-Sham gap = 4.27 eV
HOMO = -0.458 Eh

Last column: Mulliken charge in e.
CARTESIAN COORDINATES (ANGSTROEM)
C: -0.7633 0.2688 0.8028  -0.68
N: -0.0662 1.2771 -0.3188  -0.24
C: 0.8776 0.5106 -1.1072  -0.45
C: 2.2467 1.2573 -1.0347  -0.50
C: 3.3810 0.2264 -1.1729  -0.50
O: 3.0474 -0.3067 -2.5211  -0.52
C: -1.6053 -0.7259 0.3482  -0.14
N: -4.7219 -1.1050 2.8928  -0.54
H: 0.1151 0.0153 1.4403  0.44
H: -1.3207 0.9679 1.3687  0.35
H: -0.9713 1.2638 -0.8852  0.37
H: 0.9620 -0.5415 -0.7622  0.24
H: 0.6733 0.4139 -2.2025  0.35
H: 2.3793 1.8248 -1.9759  0.31
H: 2.3512 1.7593 -0.0214  0.31
H: 3.2907 -0.6056 -0.4159  0.30
H: 4.4123 0.5606 -1.2284  0.35
H: 3.6312 -1.0989 -2.7520  0.29
H: -2.6073 -0.5459 0.5027  0.39
H: -1.1777 -1.8110 0.3957  0.28
H: -4.5522 -1.5159 3.8077  0.21
H: -5.6487 -1.4128 2.4626  0.21
H: -3.9332 -0.6765 2.3767  0.16

=====

Model b:
A 3-piece molecular cluster, C5H15N2O overall, computed with ωB97M-V with the def2-TZVPD basis set.

Values from the calculation:
net charge = +1
lowest unoccupied orbital energy = -8.10 eV
Kohn-Sham gap = 4.73 eV
HOMO = -0.471 Eh

Last column: Mulliken charge in e.
CARTESIAN COORDINATES (ANGSTROEM)
C: -0.1626 1.9125 -0.0985  -0.56
C: 1.2805 1.5330 -0.2126  -0.59
C: 1.4454 0.0729 -0.1097  0.51
C: 2.2977 -0.7271 -0.8281  -0.77
C: 0.8272 -1.6288 1.6233  -0.93
N: 0.5387 -0.4984 0.7401  -0.07
N: -1.0935 1.2052 -0.8025  -0.43
H: -0.2964 3.0120 -0.1994  0.48
H: -0.5315 1.9095 0.9803  0.42
H: 1.5911 1.9205 -1.1908  0.33
H: 1.9521 2.0708 0.4614  0.38
H: -6.6513 -2.3449 1.7724  -0.01
H: 2.0706 -1.7275 -0.4818  0.29
H: 1.2757 -2.4482 1.0585  0.39
H: -0.1045 -2.0697 1.9652  0.34
H: 1.4832 -1.2813 2.4126  0.30
H: -0.4568 -0.3490 0.6126  0.30
H: -2.0307 1.6098 -0.7426  0.23
H: -0.5280 0.6218 -2.0455  0.37
H: -6.5963 -2.9443 2.2047  0.01
H: 3.3532 -0.5350 -0.9723  0.32
H: 0.1809 0.5512 -3.5086  0.31
O: 0.1553 0.1351 -2.6387  -0.61

=====

Model c:
A 3-piece molecular cluster, C5H15N2O overall, computed with ωB97M-V with the def2-TZVPD basis set.

Values from the calculation:
net charge = +1
lowest unoccupied orbital energy = -7.61 eV
Kohn-Sham gap = 5.47 eV
HOMO = -0.481 Eh

Last column: Mulliken charge in e.
CARTESIAN COORDINATES (ANGSTROEM)
C: 1.8567 -1.6103 -1.7868  -1.35
C: 0.8262 -1.1275 -0.7839  -0.38
C: 0.9236 0.3801 -0.4896  -0.44
C: -0.1948 0.8751 0.3715  -0.33
C: -0.0518 1.6702 1.5557  0.08
N: -1.0123 2.6317 1.7660  -0.39
N: -1.5077 0.6254 -0.0621  -0.39
H: 1.7845 -2.6849 -1.9733  0.37
H: 1.7046 -1.1495 -2.7528  0.36
H: 2.8825 -1.4632 -1.4193  0.34
H: 0.9089 -1.6478 0.1842  0.31
H: -0.1945 -1.3681 -1.1247  0.37
H: 1.9137 0.5916 -0.0319  0.43
H: 0.8652 0.9633 -1.4336  0.26
H: 0.7368 1.5635 2.2970  0.42
H: -0.7588 2.8379 0.6267  0.18
H: -0.7462 3.3083 2.4748  0.31
H: -2.1010 1.0060 0.6843  0.34
H: -1.7642 1.1561 -0.8821  0.38
H: -0.1513 2.8427 -0.7889  0.12
H: -2.0284 -2.5254 1.6766  0.30
H: -2.2041 -3.8440 0.9604  0.31
O: -1.6876 -3.0313 0.9318  -0.60

=====

Model d:
A 3-piece molecular cluster, C5H15N2O overall, computed with ωB97M-V with the def2-TZVPD basis set.

Values from the calculation:
net charge = +1
lowest unoccupied orbital energy = -9.53 eV
Kohn-Sham gap = 4.93 eV
HOMO = -0.531 Eh

Last column: Mulliken charge in e.
CARTESIAN COORDINATES (ANGSTROEM)
C: -2.2657 1.6918 1.2744  -1.44
C: -1.3103 0.5238 1.1305  0.46
C: -0.1129 0.6645 2.0840  -0.96
C: 0.8818 -0.5172 1.9760  -0.34
C: 1.9763 -1.0585 -0.0343  -0.24
N: 1.8945 -0.2241 0.9806  -0.16
N: -0.8241 0.3721 -0.2530  -0.24
H: -1.6996 2.6280 1.0166  0.39
H: -3.1672 1.5625 0.6487  0.42
H: -2.6284 1.8052 2.3090  0.38
H: -1.7803 -0.3606 1.4713  0.24
H: -0.4728 0.7555 3.0837  0.46
H: 0.4832 1.5694 1.8673  0.38
H: 0.3165 -1.4160 1.7084  0.29
H: 1.4093 -0.6418 2.9288  0.45
H: 2.6968 -0.7661 -0.7950  0.34
H: 1.2996 -1.8930 -0.0728  0.28
H: 3.4052 -0.2380 -9.8477  0.00
H: 3.7036 0.4352 -9.9163  0.00
H: -0.6724 -0.6282 -0.3802  0.28
H: -1.5147 0.7120 -0.9639  0.37
H: -1.0110 -2.8597 -0.3551  0.22
O: -0.6074 -2.1166 0.1389  -0.57

=====

Which structure is most stable? model a, by 0.0079 hartree over the runner-up.